# 1
# C4H14O2S2

A 3-piece molecular cluster, C4H14O2S2 overall in a non-equilibrium geometry (wB97M-V/def2-TZVPD, the Open Molecules 2025 dataset).

Geometry as XYZ:
```
22
C4H14O2S2 (wB97M-V/def2-TZVPD)
C 1.58296 1.90299 -0.79274
C 1.45484 0.89290 -1.91214
C 1.71008 -0.64585 -1.63086
S 0.30380 -1.83509 -1.50206
S -0.14934 -2.06716 0.38417
C -0.27082 -0.32417 1.02932
H 1.76362 1.33642 0.13033
H 2.42566 2.62944 -0.90542
H 0.71359 2.55808 -0.77473
H 0.47631 1.01838 -2.34017
H 2.17846 1.10601 -2.71083
H 2.23488 -1.07748 -2.53791
H 2.50857 -0.70835 -0.85509
H -0.90685 0.19340 0.19665
H -0.87334 -0.24550 1.88414
H 0.63598 0.22040 1.36309
O -0.87221 2.22970 2.92177
H -1.89552 2.10699 2.77431
H -0.87440 1.58181 3.77062
O -3.13426 2.36823 1.53264
H -2.92859 1.44857 1.46816
H -2.74030 2.52922 0.62632
```

Results
2S+1 ... 1
Lowest unoccupied orbital energy ... 0.303 eV
SMILES string ... CCCSSC.O.O
Energy relative to the best compared isomer or geometry (same formula, charge and spin) ... 175.8 kJ/mol
HOMO energy ... -8.13 eV

Löwdin population analysis, charges in e, atoms 1 to 5: atom 1 (C): -0.124, atom 2 (C): -0.308, atom 3 (C): -0.525, atom 4 (S): 0.420, atom 5 (S): 0.378



# 2
# C2H3N3OS2

One molecule with the formula C2H3N3OS2 in a non-equilibrium geometry (wB97M-V/def2-TZVPD, the Open Molecules 2025 dataset).

Geometry as XYZ:
```
11
C2H3N3OS2 (wB97M-V/def2-TZVPD)
H 0.50549 -2.34865 -1.84100
N 1.03862 -1.63717 -1.12474
C 0.16512 -0.86776 -0.52366
O -1.11055 -0.88836 -0.40044
C -1.53272 -0.03375 0.63229
S -2.96323 0.09158 1.48646
N -0.43916 0.70032 0.86794
N 0.70120 0.30725 0.25931
S 1.43107 1.60616 -0.76822
H -0.51519 1.59702 1.57992
H 2.71935 1.47336 -0.16786
```

Results
2S+1 ... 1
Lowest unoccupied orbital energy ... -0.126 eV
SMILES string ... [H]/N=c1\oc(=S)[nH]n1S
Energy relative to the best compared isomer or geometry (same formula, charge and spin) ... 226.5 kJ/mol
HOMO energy ... -8.86 eV

Löwdin population analysis, charges in e, atoms 1 to 5: atom 1 (H): 0.131, atom 2 (N): 0.124, atom 3 (C): -0.540, atom 4 (O): 0.073, atom 5 (C): -0.833



# 3
# C6H14N3O2

C6H14N3O2 as an isolated structure in a non-equilibrium geometry (wB97M-V/def2-TZVPD, the Open Molecules 2025 dataset).

Geometry as XYZ:
```
25
C6H14N3O2 (wB97M-V/def2-TZVPD)
C -1.96133 2.91449 1.09880
C -0.37287 -2.19229 -0.34300
C 0.87573 -2.06878 -1.29103
C -0.47605 -0.68702 0.01047
C 1.90603 -1.02041 -0.64465
C 0.97062 -0.08620 -0.05920
N -1.04566 -0.38003 1.33108
N -0.90223 3.07410 0.27563
N 1.19988 1.13443 0.09707
O -2.41762 1.84805 1.52476
O 2.83248 -0.38289 -1.48839
H -2.58683 3.86936 1.38897
H -1.21156 -2.58165 -0.91189
H -0.26427 -2.96891 0.43338
H 1.18444 -2.99394 -1.78785
H 0.49501 -1.54190 -2.19685
H -1.06209 -0.24623 -0.74617
H 2.48157 -1.66283 0.17623
H -0.52489 -0.62141 2.18430
H -1.90417 -1.00754 1.27746
H -0.77943 4.10918 -0.07330
H -1.72244 0.77229 1.41537
H -0.31570 2.30222 -0.03052
H 2.18376 1.46208 0.13353
H 3.41763 -1.04419 -1.77421
```

Results
2S+1 ... 1
Lowest unoccupied orbital energy ... -2.866 eV
Energy relative to the best compared isomer or geometry (same formula, charge and spin) ... 39.9 kJ/mol
HOMO energy ... -13.78 eV
Net charge ... +1

Löwdin population analysis, charges in e, atoms 1 to 5: atom 1 (C): -0.298, atom 2 (C): -0.111, atom 3 (C): -0.101, atom 4 (C): -0.266, atom 5 (C): -0.326



# 4
# CH5FOP2

One molecule with the formula CH5FOP2 in a non-equilibrium geometry (wB97M-V/def2-TZVPD, the Open Molecules 2025 dataset).

Geometry as XYZ:
```
10
CH5FOP2 (wB97M-V/def2-TZVPD)
C 1.59205 -0.16032 0.43318
O 0.24663 0.37152 0.63013
P -0.97061 0.05810 -0.36190
F -1.08704 -1.49201 -0.08531
P -2.96669 0.86649 0.02719
H 1.77059 -0.63551 -0.57285
H 1.56632 -1.17042 1.07001
H 2.46863 0.44175 0.64688
H -0.42464 -0.28952 -1.62388
H -2.19524 2.00992 -0.16346
```

Results
2S+1 ... 1
Lowest unoccupied orbital energy ... 0.264 eV
SMILES string ... CO[P@@H](F)=P
Energy relative to the best compared isomer or geometry (same formula, charge and spin) ... 110.2 kJ/mol
HOMO energy ... -7.81 eV

Löwdin population analysis, charges in e, atoms 1 to 5: atom 1 (C): -0.123, atom 2 (O): -0.386, atom 3 (P): 0.404, atom 4 (F): -0.284, atom 5 (P): 0.393



# 5
# C4H7NO

One molecule with the formula C4H7NO in a non-equilibrium geometry (wB97M-V/def2-TZVPD, the Open Molecules 2025 dataset).

Geometry as XYZ:
```
13
C4H7NO (wB97M-V/def2-TZVPD)
C -0.59788 -0.44387 0.31935
C 0.12344 0.60364 -0.49510
C -0.70463 0.69256 -1.76401
C 0.18104 -1.21259 1.36745
N -1.80207 -0.65638 0.04400
O -1.34256 1.77348 -2.18667
H 0.13323 1.56503 0.03514
H 1.16605 0.34236 -0.72849
H -0.66332 -0.10502 -2.48441
H -0.46405 -1.50985 2.18864
H 1.01791 -0.62511 1.73726
H 0.57476 -2.11848 0.90694
H -1.46657 2.41681 -1.47246
```

Results
2S+1 ... 1
Lowest unoccupied orbital energy (alpha / beta) ... 0.083 / 0.809 eV
Energy relative to the best compared isomer or geometry (same formula, charge and spin) ... 412.7 kJ/mol
HOMO energy (alpha / beta) ... -6.72 / -9.05 eV

Löwdin population analysis, charges in e, atoms 1 to 5: atom 1 (C): -0.512, atom 2 (C): -0.153, atom 3 (C): -0.204, atom 4 (C): -0.051, atom 5 (N): 0.212



# 6
# C5H10O

C5H10O as an isolated structure (wB97M-V/def2-TZVPD, the Open Molecules 2025 dataset).

Geometry as XYZ:
```
16
C5H10O (wB97M-V/def2-TZVPD)
C -1.56635 1.05826 -0.03232
C -1.33880 -0.41086 0.32360
C 0.11992 -0.73885 0.66871
C 1.04046 -0.42834 -0.48742
C 1.67501 0.90533 -0.62523
O 2.46920 -0.65017 -0.22844
H -1.01365 1.34623 -0.93356
H -1.22966 1.71600 0.77633
H -2.62784 1.25637 -0.21542
H -1.66513 -1.04841 -0.50995
H -1.96973 -0.68326 1.17842
H 0.20721 -1.80197 0.93070
H 0.43527 -0.14285 1.53666
H 0.80943 -1.03275 -1.37131
H 1.99578 0.98677 -1.67870
H 2.65888 -0.33151 0.66793
```

Results
2S+1 ... 1
Lowest unoccupied orbital energy ... 0.850 eV
Energy relative to the best compared isomer or geometry (same formula, charge and spin) ... 398.3 kJ/mol
HOMO energy ... -8.45 eV

Löwdin population analysis, charges in e, atoms 1 to 5: atom 1 (C): -0.111, atom 2 (C): -0.257, atom 3 (C): -0.188, atom 4 (C): -0.447, atom 5 (C): 0.083



# 7
# H12O6

A 6-piece molecular cluster, H12O6 overall in a non-equilibrium geometry (wB97M-V/def2-TZVPD, the Open Molecules 2025 dataset).

Geometry as XYZ:
```
18
H12O6 (wB97M-V/def2-TZVPD)
O -0.90473 2.26693 0.73296
H 0.09938 2.54784 0.40068
H -1.33890 1.99357 -0.06910
O 5.21840 0.13361 -0.49442
H 6.13047 0.44848 -0.71894
H 4.78586 -0.03419 -1.30438
O -1.30157 -0.60446 4.94698
H -1.43398 -0.35353 5.79552
H -0.36193 -0.64613 4.66724
O 0.14868 0.77860 2.61673
H -0.56642 0.34697 3.09606
H -0.41122 1.26016 2.06579
O -1.10501 -2.41553 -5.73846
H -0.28186 -2.32157 -6.26301
H -1.60172 -1.75482 -6.07450
O -2.42112 -0.51454 -0.83578
H -2.68981 -1.20771 -1.38808
H -1.96452 0.07632 -1.43530
```

Results
2S+1 ... 1
Lowest unoccupied orbital energy ... 0.332 eV
SMILES string ... O.O.O.O.O.O
Energy relative to the best compared isomer or geometry (same formula, charge and spin) ... 260.1 kJ/mol
HOMO energy ... -10.50 eV

Löwdin population analysis, charges in e, atoms 1 to 5: atom 1 (O): -0.097, atom 2 (H): 0.171, atom 3 (H): 0.015, atom 4 (O): -0.059, atom 5 (H): 0.060



# 8
# C15H23ClN4O4S

One molecule with the formula C15H23ClN4O4S (wB97M-V/def2-TZVPD, the Open Molecules 2025 dataset).

Geometry as XYZ:
```
48
C15H23ClN4O4S (wB97M-V/def2-TZVPD)
C -1.38870 -0.84971 -1.38886
O -0.01665 -1.20538 -1.25015
C 0.86004 -0.62443 -2.21508
C 1.04739 0.88060 -1.93494
O 1.28023 1.68809 -2.81181
N 0.97032 1.16534 -0.61309
C 0.90562 2.50521 -0.06508
C -0.44621 2.76637 0.59634
C -0.46490 4.14949 1.23416
O -0.21152 5.09373 0.20330
N -0.66287 1.72186 1.58558
C -1.74619 1.59403 2.38971
O -2.68299 2.36832 2.39166
C -1.71137 0.36735 3.30734
C -0.93749 -0.78724 2.75519
C 0.45181 -1.03053 2.81819
C 0.62095 -2.15372 2.04131
Cl 2.03596 -3.02398 1.64912
N -0.58315 -2.53111 1.58263
C -0.89513 -3.63332 0.69433
N -1.54720 -1.69488 2.00484
C 2.18694 -1.36830 -2.06005
C 1.95515 -2.78503 -2.57393
S 0.76751 -2.64906 -3.95605
C 0.43451 -0.88722 -3.65257
H -1.87532 -1.07607 -0.44193
H -1.50594 0.21886 -1.59388
H -1.86284 -1.42667 -2.18586
H 0.68303 0.37945 -0.04868
H 1.70148 2.65340 0.67229
H 1.06304 3.20901 -0.87853
H -1.23715 2.72202 -0.15827
H -1.43364 4.31007 1.70583
H 0.31354 4.19710 2.00695
H -0.59015 5.93941 0.45426
H 0.07185 1.05106 1.73560
H -1.30855 0.68352 4.27188
H -2.74890 0.07840 3.46205
H 1.21046 -0.50122 3.36977
H -0.44281 -4.55076 1.06546
H -1.97585 -3.73487 0.68600
H -0.53256 -3.42023 -0.31093
H 2.93883 -0.85802 -2.66446
H 2.51518 -1.36486 -1.01929
H 2.87461 -3.24899 -2.92414
H 1.51965 -3.40938 -1.79542
H -0.61828 -0.67954 -3.83046
H 1.01822 -0.24819 -4.31033
```

Results
2S+1 ... 1
Lowest unoccupied orbital energy ... 0.471 eV
SMILES string ... CO[C@@]1(C(=O)NC[C@H](CO)NC(=O)Cc2cc(Cl)n(C)n2)CCSC1
Energy relative to the best compared isomer or geometry (same formula, charge and spin) ... 40.6 kJ/mol
HOMO energy ... -8.61 eV

Löwdin population analysis, charges in e, atoms 1 to 5: atom 1 (C): -0.061, atom 2 (O): -0.181, atom 3 (C): -0.479, atom 4 (C): -0.424, atom 5 (O): 0.091



Q: Which value of 2S+1 does entry 6 give?
A: 1



Q: Among the records above, which one has the highest energy relative to the best compared isomer or geometry (same formula, charge and spin)?
A: C4H7NO



Copy entry 3 word for word.
# C6H14N3O2

C6H14N3O2 as an isolated structure in a non-equilibrium geometry (wB97M-V/def2-TZVPD, the Open Molecules 2025 dataset).

Geometry as XYZ:
```
25
C6H14N3O2 (wB97M-V/def2-TZVPD)
C -1.96133 2.91449 1.09880
C -0.37287 -2.19229 -0.34300
C 0.87573 -2.06878 -1.29103
C -0.47605 -0.68702 0.01047
C 1.90603 -1.02041 -0.64465
C 0.97062 -0.08620 -0.05920
N -1.04566 -0.38003 1.33108
N -0.90223 3.07410 0.27563
N 1.19988 1.13443 0.09707
O -2.41762 1.84805 1.52476
O 2.83248 -0.38289 -1.48839
H -2.58683 3.86936 1.38897
H -1.21156 -2.58165 -0.91189
H -0.26427 -2.96891 0.43338
H 1.18444 -2.99394 -1.78785
H 0.49501 -1.54190 -2.19685
H -1.06209 -0.24623 -0.74617
H 2.48157 -1.66283 0.17623
H -0.52489 -0.62141 2.18430
H -1.90417 -1.00754 1.27746
H -0.77943 4.10918 -0.07330
H -1.72244 0.77229 1.41537
H -0.31570 2.30222 -0.03052
H 2.18376 1.46208 0.13353
H 3.41763 -1.04419 -1.77421
```

Results
2S+1 ... 1
Lowest unoccupied orbital energy ... -2.866 eV
Energy relative to the best compared isomer or geometry (same formula, charge and spin) ... 39.9 kJ/mol
HOMO energy ... -13.78 eV
Net charge ... +1

Löwdin population analysis, charges in e, atoms 1 to 5: atom 1 (C): -0.298, atom 2 (C): -0.111, atom 3 (C): -0.101, atom 4 (C): -0.266, atom 5 (C): -0.326